[1]
C33H30Cl4N3O4SeZr as an isolated structure, computed with ωB97M-V with the def2-TZVPD basis set.

Positions of all 76 atoms, in Å:
Zr  -0.8832  0.6298  0.6979
C  -0.7881  -0.2727  3.7517
N  -0.0360  0.7533  2.9950
C  1.4330  0.5334  3.2195
C  2.2338  -0.2750  2.1979
C  1.5542  -1.4681  1.5469
N  0.6440  -1.0415  0.4778
C  0.8743  -1.5801  -0.6693
C  0.1353  -1.3761  -1.9186
C  0.2787  -2.3760  -2.8836
C  -0.4241  -2.3306  -4.0735
C  -1.2795  -1.2611  -4.3111
C  -1.4247  -0.2486  -3.3789
C  -0.7154  -0.2852  -2.1802
O  -0.8484  0.7116  -1.3013
C  -0.3245  2.1057  3.5777
C  -1.7565  2.6360  3.5645
C  -2.2214  3.3060  2.2541
N  -1.3680  2.9259  1.1238
C  -0.8781  3.8941  0.4339
C  0.2344  3.8176  -0.4684
C  0.5271  4.9079  -1.3064
C  1.6967  4.9546  -2.0201
C  2.6281  3.9170  -1.8545
C  2.3889  2.8597  -1.0130
C  1.1626  2.7570  -0.3188
O  0.9212  1.7539  0.4682
H  -0.5135  -0.2391  4.8131
H  -0.5557  -1.2613  3.3605
H  -1.8566  -0.1097  3.6504
H  1.5249  0.0756  4.2119
H  1.8990  1.5154  3.2834
H  3.1243  -0.6319  2.7216
H  2.5737  0.3668  1.3885
H  1.0050  -2.0766  2.2730
H  2.3328  -2.0944  1.1075
H  1.6149  -2.3731  -0.7187
H  0.9619  -3.1937  -2.6836
H  -0.3014  -3.1146  -4.8089
H  -1.8408  -1.2129  -5.2369
H  -2.0792  0.5942  -3.5596
H  0.3247  2.8028  3.0467
H  0.0135  2.0662  4.6222
H  -1.7892  3.3896  4.3554
H  -2.4636  1.8598  3.8454
H  -2.1810  4.3936  2.3694
H  -3.2498  3.0160  2.0567
H  -1.2758  4.9000  0.6052
H  -0.1977  5.7126  -1.3785
H  1.9074  5.7800  -2.6868
H  3.5607  3.9407  -2.4055
H  3.1072  2.0586  -0.9082
Cl  -6.3558  -3.7051  0.8386
C  -5.3165  -2.3541  1.1283
C  -5.7554  -1.2902  1.9058
Cl  -7.3412  -1.3040  2.5963
C  -4.9098  -0.1985  2.1325
Cl  -5.4038  1.1478  3.1077
C  -3.6420  -0.1719  1.5770
O  -2.7591  0.7992  1.7205
C  -3.1915  -1.2585  0.8043
O  -1.9554  -1.1456  0.3724
C  -4.0288  -2.3425  0.5790
Cl  -3.4336  -3.6468  -0.3791
Se  3.7242  -0.5913  -1.5436
C  3.7696  -2.2172  -2.5060
C  3.6112  -2.2465  -3.9014
C  3.5587  -3.4399  -4.6010
C  3.6665  -4.6595  -3.9378
C  3.8536  -4.6537  -2.5625
C  3.9137  -3.4561  -1.8623
H  3.5098  -1.3040  -4.4238
H  3.4224  -3.4245  -5.6769
H  3.6163  -5.5930  -4.4846
H  3.9558  -5.5921  -2.0278
H  4.0811  -3.4652  -0.7908

Results
max |F|	0.7	eV/A
LUMO energy	0.082	hartree
2S+1	1
net charge	-1
molar mass	844.6	Da
energy above the lowest of the compared OMol25 structures with the same formula, charge and spin	82.6	kJ/mol

=====

[2]
One molecule with the formula C3H6N2O2 in a non-equilibrium geometry, computed with ωB97M-V with the def2-TZVPD basis set.

Positions of all 13 atoms, in Å:
C  2.3151  0.1121  0.1555
N  1.0533  0.0525  -0.5083
O  0.2114  -1.0936  -0.2480
N  -0.9168  -0.1473  0.1387
C  -2.2888  -0.4732  -0.0788
C  -0.2113  0.9548  -0.0344
O  -0.3435  2.1271  -0.1604
H  2.5899  -0.5925  0.9621
H  3.0007  -0.0068  -0.6321
H  2.5533  1.0877  0.7293
H  -2.3932  -0.7655  -1.1695
H  -2.5478  -1.5073  0.5040
H  -3.0223  0.2520  0.3420

Results
max |F|	4.9	eV/A
LUMO energy	0.031	hartree
structure (SMILES)	Cn1on(C)c1=O
2S+1	1
net charge	0
molar mass	102.1	Da
energy above the lowest of the compared OMol25 structures with the same formula, charge and spin	608.1	kJ/mol

=====

[3]
One molecule with the formula C17H18N6O2S3 in a non-equilibrium geometry, computed with ωB97M-V with the def2-TZVPD basis set.

Positions of all 46 atoms, in Å:
C  -2.4768  -2.2276  2.0010
N  -2.1783  -2.0430  0.5939
C  -3.2262  -2.4538  -0.3205
C  -0.8568  -2.1690  0.1763
C  0.1976  -2.2150  1.0972
C  1.5067  -2.1326  0.6764
C  1.8126  -2.0108  -0.6750
N  3.1474  -1.7882  -1.0819
C  3.8715  -0.6620  -0.8519
O  5.0704  -0.6344  -1.1316
C  3.2015  0.5165  -0.3404
S  1.4929  0.7467  -0.0890
C  1.8192  2.4117  0.3292
S  0.5556  3.5712  0.6235
C  -0.5063  2.7777  1.8949
C  -0.8627  1.3265  1.7131
O  -0.5798  0.4925  2.5447
N  -1.5743  0.9585  0.6023
C  -2.0273  1.7305  -0.4265
N  -2.1676  3.0068  -0.4329
C  -2.6444  3.4567  -1.6177
C  -2.8935  2.5053  -2.5493
S  -2.5020  0.9418  -1.9333
N  3.0589  2.7615  0.2583
C  3.8569  1.7285  -0.1118
N  5.1890  1.8909  -0.1782
C  0.7816  -2.0696  -1.6034
C  -0.5306  -2.1512  -1.1862
H  -2.2775  -3.2495  2.3437
H  -3.5297  -2.0063  2.1673
H  -1.8900  -1.5277  2.5954
H  -3.0985  -3.4873  -0.6617
H  -4.1876  -2.3734  0.1819
H  -3.2509  -1.7969  -1.1908
H  0.0079  -2.2828  2.1534
H  2.3060  -2.1277  1.4023
H  3.6526  -2.5310  -1.5456
H  0.0005  2.8833  2.8547
H  -1.4103  3.3865  1.8671
H  -1.7361  -0.0487  0.5226
H  -2.7959  4.5128  -1.7409
H  -3.2758  2.6170  -3.5426
H  5.5524  2.8268  -0.1846
H  5.6920  1.1225  -0.6085
H  1.0087  -2.0177  -2.6577
H  -1.3028  -2.1661  -1.9369

Results
max |F|	1.2	eV/A
LUMO energy	0.013	hartree
structure (SMILES)	CN(C)c1ccc(NC(=O)c2sc(SCC(=O)Nc3nccs3)nc2N)cc1
2S+1	1
net charge	0
molar mass	434.6	Da

=====

[4]
A 11-piece molecular cluster, C36H101N7O11 overall in a non-equilibrium geometry, computed with ωB97M-V with the def2-TZVPD basis set.

Positions of all 155 atoms, in Å:
C  12.9510  -27.5361  5.0853
O  12.5497  -28.3328  6.1667
C  12.1689  -27.5764  7.2948
C  13.2967  -26.7155  7.8963
C  14.4125  -27.5318  8.5781
N  12.6690  -25.8303  8.8972
H  12.1712  -26.8526  4.7319
H  13.1240  -28.1011  4.1641
H  13.9090  -27.0252  5.2050
H  11.3586  -26.8714  7.0699
H  11.7158  -28.1959  8.0724
H  13.6725  -26.0744  7.0965
H  15.1076  -26.8185  9.0187
H  14.8702  -28.1544  7.8053
H  14.0023  -28.1962  9.3396
H  13.3236  -25.2845  9.4381
H  12.1922  -26.5375  9.4500
C  11.7868  -18.8526  8.9535
O  12.9131  -19.5946  8.5874
C  12.5522  -20.8076  7.9522
C  13.7564  -21.7600  7.9546
C  13.4373  -22.9552  7.0395
N  14.0057  -22.2444  9.2974
H  11.1794  -19.4169  9.6702
H  11.2326  -18.5147  8.0701
H  12.0502  -17.9371  9.4872
H  11.7070  -21.3175  8.4357
H  12.1516  -20.5238  6.9703
H  14.6220  -21.3026  7.4696
H  13.6156  -22.6742  6.0023
H  12.4348  -23.2588  7.3426
H  14.1677  -23.7491  7.2065
H  13.2139  -22.8464  9.5323
H  13.8021  -21.4576  9.9203
C  16.5969  -22.2935  5.0209
O  17.3093  -21.1689  5.5144
C  18.4268  -21.4662  6.3225
C  18.5031  -20.4616  7.4933
C  19.7822  -20.6415  8.2991
N  17.4177  -20.7246  8.4364
H  16.1703  -22.9767  5.7619
H  17.2108  -22.8984  4.3490
H  15.7807  -21.8007  4.4940
H  18.3214  -22.4693  6.7509
H  19.3557  -21.4514  5.7403
H  18.4858  -19.4465  7.0952
H  19.8430  -21.6903  8.6125
H  19.8425  -20.0976  9.2392
H  20.6758  -20.4662  7.6950
H  17.3384  -21.7157  8.6264
H  16.5289  -20.3736  8.1047
C  16.6210  -23.4141  16.7667
O  17.4840  -23.3940  15.6180
C  18.7633  -23.9424  15.8647
C  18.6246  -25.4934  15.9617
C  19.9500  -26.2275  16.1427
N  17.9636  -25.8868  14.6733
H  16.8621  -24.2709  17.3942
H  15.5591  -23.4566  16.5345
H  16.8399  -22.4692  17.2692
H  19.4218  -23.7007  15.0215
H  19.4559  -23.4906  16.5925
H  17.9865  -25.7517  16.8038
H  19.9768  -27.2111  15.6719
H  20.0605  -26.3767  17.2168
H  20.7876  -25.7135  15.6668
H  18.4676  -25.4053  13.9287
H  17.1320  -25.2977  14.6316
C  18.2331  -27.7290  11.0144
O  18.2671  -26.3703  10.6541
C  19.5375  -25.8486  10.4303
C  19.5445  -24.3512  10.7227
C  20.9180  -23.6746  10.4883
N  19.1938  -24.0598  12.1118
H  17.2546  -28.2007  11.1010
H  18.6804  -27.7264  12.0173
H  18.7962  -28.3345  10.2952
H  20.2836  -26.2418  11.1406
H  19.9711  -26.1231  9.4606
H  18.7592  -23.8818  10.1131
H  20.7174  -22.6063  10.5886
H  21.3381  -23.8685  9.5017
H  21.6137  -23.9352  11.2856
H  19.3458  -23.0564  12.2021
H  18.1757  -24.1131  12.0848
C  20.6793  -18.7756  15.4964
O  19.5159  -19.1156  14.7435
C  19.8298  -19.5263  13.4213
C  18.6406  -20.0203  12.6126
C  17.3088  -19.2350  12.6174
N  18.4166  -21.3791  13.1473
H  21.3986  -19.5899  15.5842
H  20.3406  -18.4607  16.4808
H  21.1105  -17.8983  15.0061
H  20.3825  -18.6791  12.9861
H  20.6256  -20.2777  13.3308
H  18.9866  -20.1795  11.5890
H  16.9172  -19.1450  13.6267
H  16.7226  -19.9004  11.9777
H  17.2301  -18.2591  12.1355
H  17.4675  -21.6825  12.9513
H  18.4665  -21.3585  14.1625
C  14.1247  -14.4406  16.3101
O  14.0021  -15.8267  16.5460
C  14.6753  -16.7725  15.7668
C  14.2650  -18.1666  16.2462
C  15.1545  -19.2325  15.5619
N  12.8629  -18.3600  15.7856
H  15.1403  -14.1870  16.6429
H  13.4758  -13.8866  16.9830
H  14.0382  -14.0888  15.2808
H  14.6122  -16.6385  14.6802
H  15.7555  -16.5954  15.9061
H  14.3028  -18.2633  17.3320
H  16.1533  -19.2900  16.0017
H  15.0555  -19.0534  14.4929
H  14.9297  -20.2977  15.6735
H  12.5973  -19.2508  16.2030
H  12.1663  -17.7621  16.2217
C  14.8356  -22.7487  13.4821
C  15.1745  -23.4557  12.1647
O  15.9613  -22.6679  11.3111
H  14.5030  -23.5918  14.0998
H  14.0355  -22.0074  13.4258
H  15.6438  -22.2300  13.9970
H  14.2385  -23.7371  11.6605
H  15.7105  -24.4028  12.3292
H  15.4110  -22.5728  10.5098
C  11.4839  -25.5874  13.6083
C  10.4941  -26.4969  12.8899
O  11.1285  -27.1265  11.7649
H  11.0225  -24.8960  14.3179
H  11.9880  -24.9437  12.8858
H  12.1757  -26.1952  14.1881
H  9.5626  -25.9992  12.6334
H  10.2386  -27.3040  13.5823
H  11.7008  -27.8136  12.1156
C  14.7877  -27.2735  13.5934
C  15.3229  -28.6373  13.9760
O  14.4304  -29.2731  14.8971
H  14.8648  -26.6852  14.5114
H  13.8019  -27.2627  13.1296
H  15.4184  -26.7935  12.8391
H  16.3797  -28.5863  14.2195
H  15.2251  -29.2197  13.0490
H  13.5599  -29.3058  14.4964
C  11.1165  -21.4336  16.3464
C  12.2758  -22.4066  16.3418
O  13.4684  -21.8641  16.8882
H  11.1262  -20.8720  17.2828
H  10.2138  -22.0474  16.2901
H  11.0354  -20.7331  15.5162
H  12.4947  -22.6124  15.2886
H  11.9918  -23.3111  16.8820
H  13.7925  -22.4098  17.6058

Results
max |F|	3.1	eV/A
LUMO energy	0.012	hartree
structure (SMILES)	COC[C@H](C)N.COC[C@H](C)N.COC[C@H](C)N.COC[C@H](C)N.COC[C@H](C)N.COC[C@H](C)N.COC[C@H](C)N.CCO.CCO.CCO.CCO
2S+1	1
net charge	0
molar mass	808.2	Da
energy above the lowest of the compared OMol25 structures with the same formula, charge and spin	304.5	kJ/mol

=====

[5]
A 2-piece molecular cluster, C3H10NOPS2 overall in a non-equilibrium geometry, computed with ωB97M-V with the def2-TZVPD basis set.

Positions of all 18 atoms, in Å:
N  1.0527  1.6776  1.8307
P  -0.5551  1.2778  2.3421
S  -1.5956  2.4682  0.9301
S  -0.5958  2.3302  4.0602
H  0.8870  1.8904  0.8782
H  1.6277  0.8422  1.6774
H  -2.8139  1.9961  1.0283
H  -1.8515  2.3354  4.4087
C  -1.0389  -1.6293  -0.5475
C  0.1834  -2.2548  0.0677
C  1.4336  -1.6237  -0.4903
O  1.6951  -0.4496  -0.4139
H  -1.1366  -1.8929  -1.6815
H  -1.9652  -2.0583  -0.2038
H  -0.9782  -0.5712  -0.6992
H  0.2613  -3.2902  -0.1207
H  0.0973  -1.9744  1.1541
H  2.0991  -2.4253  -0.7650

Results
max |F|	4.2	eV/A
LUMO energy	0.021	hartree
structure (SMILES)	NP(S)S.CCC=O
2S+1	1
net charge	0
molar mass	171.2	Da
energy above the lowest of the compared OMol25 structures with the same formula, charge and spin	99.9	kJ/mol